Here is a molecular structure, C8H12Cl3FO2S3Sc from OMol25. Energies are from ωB97M-V with the def2-TZVPD basis set.

Geometry as XYZ:
```
30
Properties=species:S:1:pos:R:3
Sc 1.14446 0.56139 -0.83606
C 0.14890 -1.35323 2.36460
C -0.05412 0.11853 2.69628
S -0.36598 1.23950 1.31103
C -1.99764 0.78954 0.63929
C -2.14143 -0.56258 -0.05064
S -1.03673 -0.74015 -1.49314
C -0.37760 -2.42761 -1.37366
C 0.20579 -2.86431 -0.03241
S 1.19102 -1.62856 0.89115
H -0.79944 -1.85833 2.20661
H 0.64216 -1.83970 3.20525
H 0.84786 0.53916 3.14381
H -0.85661 0.23476 3.42491
H -2.19262 1.60130 -0.06364
H -2.72114 0.87055 1.45088
H -3.16380 -0.65463 -0.41676
H -1.95253 -1.39241 0.62278
H 0.39030 -2.42554 -2.14529
H -1.16259 -3.12400 -1.66786
H 0.86574 -3.71188 -0.21013
H -0.57120 -3.19974 0.65101
Cl 2.91143 2.52812 -0.31841
C 2.26991 3.25235 -1.89901
Cl 2.55516 2.00881 -3.12484
Cl 3.08446 4.72820 -2.22815
C 0.70793 3.39473 -1.71013
O 0.19250 4.45276 -1.89257
O 0.16813 2.25973 -1.38071
F 2.06768 -0.79675 -1.76419
```

highest occupied orbital energy = -13.33 eV
charge = +1
orbital gap = 9.40 eV

Atomic partial charges in e from the natural (NBO) method, atoms 1 to 8:
1 Sc 1.47
2 C -0.53
3 C -0.55
4 S 0.29
5 C -0.54
6 C -0.53
7 S 0.30
8 C -0.54

Here is 15 unconnected molecules or ions with the total composition C37H104O15 at a distorted geometry from OMol25. Energies are from ωB97M-V with the def2-TZVPD basis set.

Geometry as XYZ:
```
156
Properties=species:S:1:pos:R:3
C -0.75008 -21.29602 -10.33584
C -1.62142 -21.77429 -11.52101
C -1.65587 -20.64205 -12.51963
O -1.03823 -22.92305 -12.07297
H 0.21601 -20.92956 -10.68295
H -0.67010 -22.14323 -9.65471
H -1.20065 -20.46914 -9.78687
H -2.62928 -21.94261 -11.14157
H -0.66603 -20.42273 -12.91989
H -2.03371 -19.65443 -12.25516
H -2.22370 -21.00620 -13.37583
H -1.04660 -22.73577 -13.01449
C 8.16688 -23.40190 -12.71011
C 7.52475 -24.33685 -13.77402
C 8.03283 -25.78746 -13.63795
O 6.16237 -24.39086 -13.59757
H 9.24356 -23.56890 -12.74144
H 7.81661 -23.67969 -11.71600
H 7.86570 -22.36049 -12.82345
H 7.76696 -24.06372 -14.80107
H 7.88984 -26.12917 -12.61282
H 9.09944 -25.81136 -13.86127
H 7.50783 -26.44968 -14.32638
H 5.85457 -23.48609 -13.68831
C 3.27066 -22.23414 -11.97518
C 3.75871 -22.13790 -13.42635
C 2.95602 -21.07612 -14.22064
O 5.14006 -21.69967 -13.38232
H 3.89921 -22.92084 -11.40819
H 2.31821 -22.76079 -12.03499
H 3.19412 -21.22164 -11.57884
H 3.69278 -23.08166 -13.96770
H 3.07285 -20.06606 -13.82791
H 1.91589 -21.35075 -14.04510
H 3.16540 -21.17855 -15.28543
H 5.15974 -20.80422 -13.03678
C 2.49738 -26.41701 -9.11274
C 2.68934 -24.96374 -9.64545
C 2.19681 -23.87282 -8.62754
O 4.03924 -24.79984 -9.85766
H 3.04148 -26.62653 -8.19178
H 2.85573 -27.06156 -9.91539
H 1.44892 -26.62373 -8.89805
H 2.09992 -24.94525 -10.56215
H 2.67794 -23.96668 -7.65399
H 1.14178 -24.10914 -8.48907
H 2.34079 -22.90326 -9.10432
H 4.41183 -25.51850 -10.37371
C 4.67019 -24.78958 -16.90580
C 3.63125 -24.14702 -17.82299
C 4.13867 -23.00161 -18.56371
O 3.12219 -25.10657 -18.74263
H 5.47903 -25.13920 -17.54738
H 4.18414 -25.58477 -16.34052
H 5.07210 -24.07443 -16.18808
H 2.75144 -23.87828 -17.23835
H 4.49750 -22.21600 -17.89876
H 3.40617 -22.60135 -19.26467
H 4.96485 -23.39042 -19.15897
H 3.80852 -25.25029 -19.39829
C 0.05528 -19.89458 -19.56206
C 1.29059 -19.15971 -19.01960
C 1.68098 -19.51748 -17.61320
O 2.31559 -19.45411 -19.91507
H -0.21613 -19.50278 -20.54233
H -0.81775 -19.75084 -18.92546
H 0.20433 -20.96964 -19.66274
H 1.02523 -18.10251 -19.01617
H 1.93138 -20.57459 -17.52420
H 0.80900 -19.32106 -16.98936
H 2.48717 -18.90421 -17.21064
H 2.19965 -18.90987 -20.69735
C 9.09769 -17.18048 -14.71410
C 9.58989 -18.58377 -14.24567
C 8.58030 -19.22745 -13.32998
O 9.73856 -19.48299 -15.31925
H 8.77477 -16.55200 -13.88414
H 8.28162 -17.31078 -15.42484
H 9.90281 -16.65889 -15.23163
H 10.49784 -18.46572 -13.65424
H 7.60423 -19.41647 -13.77679
H 8.43305 -18.60067 -12.45046
H 8.93359 -20.14592 -12.86126
H 10.35750 -19.10856 -15.95037
C 2.96155 -26.71839 -13.13829
C 4.23053 -27.37449 -12.70334
C 5.11845 -27.94163 -13.83675
O 5.07126 -26.48438 -11.98617
H 3.20685 -25.99027 -13.91145
H 2.55602 -26.15912 -12.29516
H 2.13466 -27.33323 -13.49368
H 4.03298 -28.17559 -11.99108
H 4.61229 -28.80678 -14.26503
H 6.07644 -28.28979 -13.45057
H 5.31058 -27.18607 -14.59853
H 5.34233 -25.81807 -12.62190
C 1.78613 -16.00279 -10.72107
C 0.91940 -16.15871 -11.97523
C 0.47287 -17.61797 -12.14995
O -0.32333 -15.50456 -11.95416
H 1.26855 -16.31268 -9.81323
H 1.97557 -14.93401 -10.62147
H 2.76709 -16.46927 -10.81165
H 1.55234 -15.93710 -12.83452
H 1.28309 -18.34528 -12.20147
H -0.08647 -17.80813 -13.06596
H -0.16944 -17.93500 -11.32835
H -0.86652 -15.86115 -11.24748
C 4.72937 -17.85379 -15.80293
C 5.07821 -16.42450 -15.30158
O 5.17229 -16.49498 -13.86325
H 3.73292 -18.15367 -15.47848
H 5.45719 -18.52173 -15.34226
H 4.78625 -17.97625 -16.88454
H 4.28338 -15.75022 -15.62047
H 5.98763 -16.12670 -15.82348
H 5.41406 -15.59825 -13.62030
C 2.26979 -18.70553 -8.06159
C 2.89222 -20.06905 -8.29128
O 4.28866 -20.03163 -8.04462
H 2.67189 -17.95237 -8.73921
H 2.46254 -18.34353 -7.05168
H 1.20533 -18.73836 -8.29384
H 2.76354 -20.39860 -9.32227
H 2.46728 -20.81918 -7.62431
H 4.61585 -20.92901 -8.14083
C 6.81615 -20.58787 -17.06278
C 7.22501 -21.76647 -16.19472
O 8.60822 -21.90772 -16.38037
H 6.97602 -20.70324 -18.13480
H 7.24427 -19.63876 -16.74027
H 5.75747 -20.40248 -16.88130
H 6.67342 -22.65396 -16.50489
H 6.98494 -21.63374 -15.13981
H 9.03134 -21.15311 -15.96426
C 6.03823 -17.81558 -10.66892
C 4.92208 -18.68765 -11.32723
O 5.26321 -18.97114 -12.65187
H 5.79373 -17.63670 -9.62187
H 6.22933 -16.90726 -11.24035
H 6.99916 -18.32516 -10.59779
H 3.91906 -18.26097 -11.32599
H 4.76183 -19.61542 -10.77800
H 5.27534 -18.15365 -13.15503
C 6.35583 -21.85286 -9.52617
O 5.31093 -22.40599 -8.74951
H 6.71059 -20.88122 -9.18242
H 7.27403 -22.42236 -9.67002
H 5.90089 -21.61123 -10.48676
H 5.08314 -23.28492 -9.06129
C -0.51290 -21.66552 -15.81260
O -0.71294 -22.68819 -14.87776
H -1.25997 -21.48997 -16.58666
H -0.52652 -20.72948 -15.25427
H 0.44586 -21.77023 -16.32046
H -0.59291 -23.50228 -15.37218
```

highest occupied orbital energy (spin up / spin down) = 0.35 / -7.65 eV
spin multiplicity = 2
charge = -1
orbital gap (spin up / spin down) = 1.52 / 9.49 eV

Atomic partial charges in e from the Mulliken method, atoms 1 to 8:
1 C -0.94
2 C 0.64
3 C -1.28
4 O -0.52
5 H -0.02
6 H 0.27
7 H 0.46
8 H 0.11

Here is 7 unconnected molecules or ions with the total composition C15H34N4O24PS6 at a distorted geometry from OMol25. Energies are from ωB97M-V with the def2-TZVPD basis set.

Geometry as XYZ:
```
84
Properties=species:S:1:pos:R:3
N 2.64240 -1.15057 1.71922
P 2.75127 0.37604 1.42492
N 1.17589 1.09701 1.53274
C 0.06582 0.37386 1.44687
N -0.88770 0.46561 0.38761
C -0.94871 -0.99189 0.00469
C -0.63159 -1.72067 1.35316
N -0.35593 -0.57793 2.24660
H 2.94377 -1.66845 0.89457
H 3.17311 0.54922 0.09668
H 3.62923 1.01398 2.32004
H 1.07478 2.10750 1.61205
H -1.73901 0.63036 0.92405
H -0.12823 -1.10708 -0.69197
H -1.91858 -1.13474 -0.45763
H -1.37623 -2.45528 1.63450
H 0.28449 -2.24575 1.10846
H 0.16570 -0.75970 3.10179
C 6.78845 -0.10905 -0.59331
C 7.38115 -0.81436 -1.78647
O 6.29250 -1.58004 -2.32906
S 4.92031 -0.80905 -2.09620
O 4.58198 -0.09355 -3.27184
O 4.00339 -1.68876 -1.45923
O 5.45423 0.25401 -1.00571
H 6.71115 -0.77789 0.26469
H 7.35374 0.77602 -0.31436
H 8.20799 -1.46291 -1.51351
H 7.70933 -0.10313 -2.54713
C 6.62297 -3.53656 3.69321
C 5.79050 -4.51254 2.89052
O 6.27955 -4.37767 1.54854
S 7.84692 -4.04041 1.58323
O 8.58288 -5.22978 1.39131
O 8.06733 -2.88697 0.78334
O 7.93713 -3.62980 3.12972
H 6.26667 -2.51165 3.56640
H 6.64940 -3.78214 4.75118
H 4.72824 -4.28847 2.93139
H 5.95852 -5.54168 3.21356
C -4.88173 -0.36488 -2.15496
C -5.86547 -1.18349 -2.95806
O -5.38467 -2.53747 -2.84153
S -4.70847 -2.74461 -1.41279
O -5.64740 -3.33899 -0.53654
O -3.40496 -3.27788 -1.60278
O -4.56541 -1.19165 -1.01704
H -3.96094 -0.18883 -2.71678
H -5.29247 0.58699 -1.82654
H -5.90425 -0.88397 -4.00088
H -6.86577 -1.13817 -2.52952
C 2.42456 1.67257 -5.31243
C 2.37589 2.92395 -4.46578
O 1.45379 3.78261 -5.14405
S 0.32141 2.89343 -5.85948
O -0.81998 2.84632 -5.01882
O 0.23980 3.28171 -7.21570
O 1.07455 1.48009 -5.75527
H 3.05886 1.81070 -6.19002
H 2.76503 0.80671 -4.75210
H 3.34591 3.40418 -4.37335
H 1.97656 2.71484 -3.46959
C -2.48028 1.01127 4.72272
C -2.99310 -0.29663 5.28949
O -2.35564 -0.40241 6.56435
S -2.14937 1.06593 7.19067
O -3.20398 1.33668 8.08923
O -0.78843 1.20509 7.55116
O -2.41556 1.89774 5.83490
H -1.47011 0.90085 4.31687
H -3.13770 1.41621 3.95625
H -2.74249 -1.15306 4.66804
H -4.07337 -0.26618 5.44412
C -8.67242 4.19424 -0.72868
C -8.36690 4.39260 -2.19709
O -7.12476 3.69746 -2.39806
S -7.06080 2.43291 -1.42594
O -7.46055 1.28018 -2.14950
O -5.83655 2.47946 -0.70906
O -8.25593 2.84677 -0.45190
H -8.08578 4.86920 -0.10324
H -9.72765 4.31635 -0.50229
H -8.26379 5.43930 -2.46681
H -9.12448 3.92678 -2.82986
```

highest occupied orbital energy = -12.86 eV
charge = +1
orbital gap = 8.06 eV

Atomic partial charges in e from the Mulliken method, atoms 1 to 8:
1 N -0.65
2 P 0.30
3 N -0.02
4 C -0.22
5 N -0.40
6 C -0.10
7 C -0.46
8 N 0.02

Here is a gas-phase ion, C3H5N4 (charge +1) at a distorted geometry from OMol25. Energies are from ωB97M-V with the def2-TZVPD basis set.

Geometry as XYZ:
```
12
Properties=species:S:1:pos:R:3
C 1.61712 0.88224 0.56380
C 0.60089 1.51662 -0.16799
C -0.77250 -1.80684 0.38794
N 2.25130 0.07262 1.10030
N 0.59971 2.67508 -0.57414
N -0.36554 0.44467 -0.37931
N -0.08425 -0.62784 0.24209
H -1.84803 -1.97529 0.08721
H -0.20998 -2.28835 1.23952
H -0.28976 -2.28028 -0.56167
H -0.31737 2.90040 -0.96410
H -1.18162 0.48697 -0.97364
```

highest occupied orbital energy = -16.04 eV
structure (SMILES) = [H]/N=C(C#N)\[NH+]=N\C
charge = +1
orbital gap = 9.03 eV

Atomic partial charges in e from the natural (NBO) method, atoms 1 to 8:
1 C 0.17
2 C 0.29
3 C -0.51
4 N -0.13
5 N -0.40
6 N -0.22
7 N 0.09
8 H 0.28